Record 1
Computed, not measured: a 2-piece molecular cluster, C6H12N2 overall at a distorted geometry, with wB97M-V/def2-TZVPD.

```
20
C6H12N2 wB97M-V/def2-TZVPD
C 1.352 0.819 1.569
C 1.916 2.249 1.099
H 0.234 0.810 1.349
H 1.617 0.079 0.827
H 1.716 0.505 2.469
H 1.361 2.709 0.294
H 2.895 2.179 0.807
H 1.700 2.991 1.939
C -2.264 -1.632 0.498
C -0.134 -1.425 -0.914
C -1.490 -1.005 -0.541
C -0.764 0.172 -2.284
N 0.294 -0.551 -1.980
N -1.788 -0.045 -1.438
H 0.566 -1.958 -0.393
H 1.109 -0.846 -2.436
H -3.267 -1.399 0.378
H -2.030 -1.722 1.605
H -0.834 0.823 -3.111
H -2.190 -2.755 0.264
```

## Properties
Charge   0
HOMO-LUMO gap   9.1 eV
Energy relative to the best compared isomer or geometry (same formula, charge and spin)   42.4 kcal/mol
HOMO   -8.2 eV
SMILES   Cc1c[nH]cn1.CC

---

Record 2
Computed, not measured: C23H27AsN4PdS as an isolated structure at a distorted geometry, with wB97M-V/def2-TZVPD.

```
57
C23H27AsN4PdS wB97M-V/def2-TZVPD
Pd -0.954 0.152 0.158
S 1.261 -0.527 -0.160
C 1.659 -0.361 1.546
N 2.969 -0.401 1.819
N 3.369 -0.483 3.088
C 2.792 -1.141 4.177
C 1.860 -2.170 4.020
C 1.376 -2.834 5.132
C 1.797 -2.485 6.409
C 2.725 -1.467 6.565
C 3.226 -0.802 5.459
N 0.771 -0.175 2.517
N -0.472 -0.038 2.191
C -1.347 0.091 3.258
C -0.941 0.005 4.601
C -1.887 0.061 5.605
C -3.238 0.191 5.304
C -3.640 0.313 3.979
C -2.704 0.279 2.964
H 4.291 -0.103 3.218
H 1.537 -2.455 3.029
H 0.670 -3.644 5.000
H 1.417 -3.012 7.274
H 3.061 -1.186 7.555
H 3.949 -0.004 5.583
H 0.108 -0.128 4.821
H -1.571 -0.004 6.639
H -3.974 0.203 6.097
H -4.690 0.429 3.741
H -2.997 0.394 1.928
C -1.480 0.066 -1.844
C -2.773 -0.090 -1.205
C -3.134 -1.330 -0.633
C -4.310 -1.464 0.095
C -5.145 -0.376 0.287
C -4.796 0.862 -0.249
C -3.630 1.008 -0.972
H -1.341 0.956 -2.450
H -1.063 -0.823 -2.307
H -2.525 -2.201 -0.842
H -4.570 -2.426 0.517
H -6.061 -0.485 0.854
H -5.437 1.720 -0.086
H -3.373 1.968 -1.406
C 1.239 3.006 0.476
As -0.696 2.750 0.394
C -1.074 4.018 -1.062
C -1.181 3.894 1.914
H 1.494 4.065 0.535
H 1.698 2.564 -0.406
H 1.633 2.491 1.351
H -0.508 4.938 -0.915
H -2.137 4.256 -1.092
H -0.789 3.571 -2.015
H -0.729 4.881 1.810
H -0.827 3.431 2.836
H -2.263 4.002 1.983
```

## Properties
Charge   0
HOMO-LUMO gap (alpha / beta)   5.5 / 5.7 eV
Energy relative to the best compared isomer or geometry (same formula, charge and spin)   0.0 kcal/mol
HOMO (alpha / beta)   -6.6 / -6.8 eV